(1)
ORCA calculation (ωB97M-V/def2-TZVPD) on a structure of composition C2Cl3N in a non-equilibrium geometry.

Atoms and positions in Å:
C  -0.32546  -0.02592  -0.06866
C  0.90776  0.45073  0.36353
N  2.05691  0.64633  0.48910
Cl  -0.07917  -1.25356  -1.34386
Cl  -1.42611  1.14571  -0.59639
Cl  -1.13393  -0.96329  1.15627

Atoms 1-2, force components in eV/Å:
-2.06 -2.44 -0.68
5.58 1.06 0.46

Computed properties:
HOMO-LUMO gap = 11.334 eV
energy above the lowest of the compared OMol25 structures with the same formula, charge and spin = 8.1 kcal/mol
HOMO = -11.413 eV

(2)
ORCA calculation (ωB97M-V/def2-TZVPD) on a cluster of 2 separate species, C2H7NS in total in a non-equilibrium geometry.

Atoms and positions in Å:
S  -1.34787  1.60504  -0.01735
H  -0.37560  2.24828  -0.69414
C  0.97690  -1.16440  -0.42504
C  2.16885  -1.01156  0.14864
N  -0.23885  -1.19121  0.29584
H  0.83177  -1.23303  -1.49539
H  3.03913  -0.94004  -0.48190
H  2.26713  -0.94207  1.22677
H  -0.10152  -1.34330  1.28666
H  -0.79597  0.29775  0.07784
H  -0.90201  -1.84173  -0.10386

Atoms 1-2, force components in eV/Å:
-0.15 0.14 -0.01
-0.02 -0.40 0.14

Computed properties:
SMILES = C=CN.S
HOMO-LUMO gap = 9.616 eV
energy above the lowest of the compared OMol25 structures with the same formula, charge and spin = 19.1 kcal/mol
HOMO = -8.734 eV

(3)
ORCA calculation (ωB97M-V/def2-TZVPD) on a structure of composition C21H30F6MnN7O4S4 in a non-equilibrium geometry.

Atoms and positions in Å:
Mn  11.16858  -0.61087  12.81370
C  9.97188  -0.31123  7.26308
S  9.10971  -1.42639  8.40208
C  9.69221  -1.09374  10.01799
S  10.71355  0.20421  10.39222
N  9.13757  -1.93756  10.80236
N  9.35329  -1.81103  12.08179
C  8.68832  -2.49430  12.91678
C  9.07920  -2.44539  14.27552
C  8.42069  -3.10004  15.24717
C  8.78903  -2.98450  16.54582
C  9.80907  -2.15763  16.87815
C  10.50058  -1.52721  15.85686
N  10.13812  -1.69796  14.57113
H  9.84834  -0.75843  6.30122
H  10.99057  -0.12478  7.56590
H  9.58410  0.72024  7.24370
H  7.95885  -3.28480  12.59864
H  7.58925  -3.68030  14.89940
H  8.16969  -3.48363  17.33383
H  9.97740  -1.83668  17.85537
H  11.38778  -0.82835  15.98973
F  10.46266  1.77113  20.31119
C  10.49540  2.00652  18.99537
F  9.34660  1.61880  18.42135
F  10.60210  3.35432  18.78442
S  11.93918  1.22970  18.21171
O  11.84583  1.57644  16.81860
O  11.85395  -0.19852  18.54099
N  13.12751  2.00661  18.85422
S  13.96728  1.74134  20.16747
O  14.29089  3.04717  20.67074
O  13.55940  0.73502  21.09155
C  15.54319  1.04917  19.49253
F  16.52258  1.00657  20.39506
F  15.37902  -0.17138  18.94538
F  16.02337  1.78899  18.49575
C  13.72861  -5.09232  14.26717
C  14.15235  -3.64523  14.20906
C  15.62645  -3.50340  13.86009
C  13.92018  -2.98137  15.57566
C  13.31464  -2.93039  13.29614
C  12.40404  -2.35480  12.70948
H  14.22658  -5.63737  15.05602
H  13.85082  -5.77964  13.44996
H  12.62120  -5.10855  14.48085
H  16.23671  -3.88733  14.64139
H  15.94614  -2.46879  13.64956
H  15.87183  -4.07733  12.90898
H  14.58400  -3.55175  16.28307
H  12.88747  -3.06085  15.96627
H  14.20617  -1.89768  15.56872
C  10.46008  2.57564  13.56108
N  11.89402  2.71169  13.24774
C  12.39679  3.95245  12.63835
C  12.72243  1.79448  13.80880
N  12.32020  0.59391  14.03820
N  13.99308  2.23192  14.10978
C  14.26225  3.35664  15.05801
C  15.05776  1.20973  14.19817
H  9.88021  3.37786  13.15790
H  10.46119  2.66754  14.62686
H  10.05528  1.59586  13.20618
H  11.83482  4.14580  11.70076
H  13.45828  3.97904  12.45223
H  12.29948  4.87967  13.27905
H  13.11163  0.09451  14.55470
H  13.38266  3.96899  15.23000
H  15.04694  3.99859  14.68725
H  14.62327  2.81095  15.94798
H  15.29709  0.75845  15.21365
H  16.00022  1.74184  13.93188
H  14.91127  0.46770  13.38755

Atoms 1-2, force components in eV/Å:
-0.06 -1.48 -0.62
-0.30 1.19 1.12

Computed properties:
<S²> = 8.76
multiplicity = 6
HOMO-LUMO gap (spin up / spin down) = 7.284 / 7.389 eV
energy above the lowest of the compared OMol25 structures with the same formula, charge and spin = 6.6 kcal/mol
net charge = -1
HOMO (spin up / spin down) = -5.314 / -5.539 eV

(4)
ORCA calculation (ωB97M-V/def2-TZVPD) on a structure of composition C3H5N3 in a non-equilibrium geometry.

Atoms and positions in Å:
N  0.71380  -1.40587  -0.73801
C  0.14373  -0.29866  -0.10473
C  0.72042  0.74757  0.54565
C  -0.94948  1.76942  0.88024
N  -1.72459  0.88940  0.41654
N  -1.21683  -0.20211  -0.18822
H  1.72234  -1.42571  -0.68345
H  0.41529  -1.52042  -1.70128
H  1.78033  0.93190  0.59711
H  0.23344  1.48345  1.37587
H  -1.83845  -0.96896  -0.39973

Atoms 1-2, force components in eV/Å:
0.11 0.25 -0.02
-0.04 0.41 0.29

Computed properties:
HOMO-LUMO gap = 9.528 eV
energy above the lowest of the compared OMol25 structures with the same formula, charge and spin = 107.8 kcal/mol
HOMO = -8.860 eV

(5)
ORCA calculation (ωB97M-V/def2-TZVPD) on the ion C7H11N2 with charge +1 in a non-equilibrium geometry.

Atoms and positions in Å:
C  0.92831  1.65847  0.82442
C  1.77432  0.65816  1.18260
C  -0.69889  0.36626  -0.52036
C  -0.31121  1.49678  0.10572
C  0.70199  -1.19263  0.07859
C  -1.81374  -0.17537  -1.29226
C  0.66444  -2.68103  -0.08872
N  1.59987  -0.70584  0.90764
N  -1.00357  2.62529  -0.15161
H  0.99161  2.70241  1.09452
H  2.67731  1.00365  1.70886
H  -2.74496  -0.60936  -0.68079
H  -2.35412  0.61503  -2.00034
H  -1.51610  -1.11764  -1.98415
H  -0.27585  -3.20415  0.06365
H  0.61464  -2.85129  -1.10724
H  1.31763  -3.16356  0.53900
H  2.15141  -1.46539  1.26571
H  -0.74300  3.41993  0.35021
H  -1.96011  2.62028  -0.29543

Atoms 1-2, force components in eV/Å:
-0.43 -1.62 0.03
0.40 2.08 0.50

Computed properties:
HOMO-LUMO gap = 8.148 eV
energy above the lowest of the compared OMol25 structures with the same formula, charge and spin = 112.1 kcal/mol
net charge = +1
HOMO = -12.375 eV

(6)
ORCA calculation (ωB97M-V/def2-TZVPD) on a structure of composition C22H24ClN3O6PdS in a non-equilibrium geometry.

Atoms and positions in Å:
Pd  -0.45160  -0.25610  0.49420
C  3.12840  -1.09220  -0.92610
C  2.73860  -1.38590  0.47820
N  1.52640  -1.22820  0.95350
C  1.51330  -1.60790  2.27080
C  2.80700  -2.03890  2.60500
N  3.54760  -1.88440  1.43830
C  3.45740  -2.50430  3.80730
O  2.71940  -2.59880  4.91500
O  4.65530  -2.78570  3.79440
C  0.26970  -1.56610  3.05520
O  0.28950  -1.93330  4.24790
O  -0.79130  -1.17120  2.46110
H  2.47030  -0.31610  -1.31770
H  3.01450  -1.98330  -1.54520
H  4.16510  -0.76230  -0.99020
H  4.52640  -2.11950  1.39820
H  1.75790  -2.34330  4.73310
O  -1.66390  0.92330  -0.88120
N  -2.52420  0.73880  -1.86200
C  -3.84250  0.53310  -1.56340
C  -4.79620  0.59550  -2.53350
C  -4.43020  0.84980  -3.86250
C  -3.07250  0.98480  -4.16320
C  -2.11620  0.91600  -3.16930
S  -0.43320  1.00020  -3.43980
H  -4.04220  0.33770  -0.52000
H  -5.82810  0.43060  -2.26510
H  -5.17690  0.90490  -4.63820
H  -2.74580  1.14510  -5.17710
Cl  -3.38020  -2.35500  -2.45070
C  -2.92900  -3.01510  -0.90920
C  -3.88410  -3.71040  -0.20270
C  -3.53680  -4.36370  0.97050
C  -2.21100  -4.34360  1.39510
C  -1.25680  -3.64930  0.69710
C  -1.58130  -2.90010  -0.46910
C  -0.60820  -2.13450  -1.14700
H  -4.89470  -3.75780  -0.58240
H  -4.28740  -4.91460  1.51590
H  -1.93220  -4.88930  2.28180
H  -0.22630  -3.66560  1.02450
H  -0.87280  -1.71100  -2.10750
H  0.43260  -2.41270  -1.02230
C  -1.50330  2.08600  1.99940
C  -0.07120  2.54850  1.62940
C  -0.18940  3.74370  0.65550
C  0.62520  2.99300  2.94240
O  0.66180  1.54460  1.06340
H  -1.99450  2.85530  2.59060
H  -1.46500  1.15460  2.57710
H  -2.07700  1.92770  1.08510
H  -0.72530  4.56870  1.12040
H  -0.72040  3.42310  -0.23810
H  0.80150  4.07440  0.35790
H  0.10300  3.83750  3.39240
H  1.65580  3.26700  2.73220
H  0.62840  2.15810  3.64240

Atoms 1-2, force components in eV/Å:
0.32 0.52 0.02
0.05 0.00 0.05

Computed properties:
<S²> = 8.81
multiplicity = 6
HOMO-LUMO gap (spin up / spin down) = 4.519 / 5.844 eV
energy above the lowest of the compared OMol25 structures with the same formula, charge and spin = 0.0 kcal/mol
net charge = -1
HOMO (spin up / spin down) = -2.033 / -5.148 eV

Question: The lowest energy above the lowest of the compared OMol25 structures with the same formula, charge and spin belongs to which entry?
Answer: C22H24ClN3O6PdS